116
Properties=species:S:1:pos:R:3 method="wB97M-V/def2-TZVPD" homo_lumo_gap_ev=6.402 total_charge=-1 de_lowest_kcal_mol=0.0 energy_ha=-3832.36715
O -0.66580 3.20514 1.36997
C -1.86143 3.14646 1.08457
C -2.79102 2.03324 1.51516
C -3.05902 0.99574 0.39951
C -1.83782 0.11644 -0.01467
O -1.91343 0.05200 -1.42959
B -2.35348 1.45897 -1.73608
O -3.52032 1.58185 -0.80345
H -2.33652 3.97766 0.51876
H -2.36520 1.58756 2.42689
H -3.76574 2.49066 1.74476
H -3.86587 0.33863 0.77496
H -1.83455 -0.89548 0.39166
H -0.90890 0.59562 0.33114
H -1.43291 2.19827 -1.28698
H -2.53890 1.77412 -2.87844
C 1.89766 -2.70994 1.04573
C 2.27156 -1.27466 1.34850
O 0.99743 -0.69498 1.65102
C 0.13996 -1.67190 2.00518
O -0.97898 -1.48277 2.36318
O 0.69905 -2.89159 1.81428
H 2.65834 -3.43200 1.33049
H 1.64146 -2.84511 -0.00722
H 2.92115 -1.16109 2.21731
H 2.72204 -0.77663 0.49584
C -2.95916 -2.48442 4.57778
C -3.86643 -3.34211 3.72426
O -4.86731 -3.76275 4.66859
C -4.90012 -2.86727 5.67761
O -5.72900 -2.83911 6.53320
O -3.86668 -2.00670 5.58631
H -2.51440 -1.65827 4.03183
H -2.17320 -3.06184 5.06746
H -4.34868 -2.77119 2.93017
H -3.36938 -4.20678 3.29482
C -4.55385 2.57181 6.04989
C -3.39692 3.03392 6.90873
O -2.35304 2.11716 6.54774
C -2.62238 1.65312 5.30326
O -1.85144 1.07395 4.61031
O -3.87072 2.00719 4.92391
H -5.19870 3.38352 5.72439
H -5.15329 1.79992 6.53071
H -3.06196 4.03413 6.65051
H -3.59939 2.97876 7.97566
C 0.92328 0.50643 -1.54082
C 0.62075 1.01385 -2.92169
O 1.79920 0.59934 -3.66523
C 2.36038 -0.42414 -3.00956
O 3.24862 -1.10482 -3.45205
O 1.78896 -0.62329 -1.82228
H 0.03262 0.18469 -1.02880
H 1.47604 1.20901 -0.92322
H -0.25851 0.52478 -3.34041
H 0.48730 2.08857 -2.97453
C -4.99408 0.83167 -5.78592
C -4.62697 1.92726 -6.76911
O -3.40274 2.42213 -6.22955
C -2.84598 1.44176 -5.47013
O -1.76316 1.48049 -4.99750
O -3.71746 0.42078 -5.30663
H -5.50979 -0.00859 -6.24429
H -5.58042 1.20402 -4.94400
H -4.43909 1.53848 -7.77241
H -5.36191 2.72680 -6.82273
C 7.56947 -1.18516 -1.90678
C 6.57962 -2.13909 -2.54545
O 5.95267 -2.72943 -1.39095
C 6.08116 -1.87984 -0.35776
O 5.52293 -1.99191 0.69158
O 6.93102 -0.87881 -0.65983
H 7.72626 -0.27490 -2.47849
H 8.53270 -1.65486 -1.69532
H 5.81625 -1.62796 -3.12308
H 7.04806 -2.90976 -3.15329
C 6.77869 2.03494 0.83115
C 6.09054 1.06283 1.77051
O 4.72432 1.17592 1.36574
C 4.69081 1.61146 0.08794
O 3.71882 1.63159 -0.59366
O 5.92055 2.01458 -0.31085
H 7.78290 1.72947 0.54828
H 6.80553 3.05138 1.22950
H 6.41206 0.03265 1.61738
H 6.19218 1.32670 2.82026
C -0.17045 -1.60888 -5.47222
C -1.58665 -2.09948 -5.26571
O -2.15609 -1.91684 -6.57302
C -1.15586 -1.91963 -7.47865
O -1.31281 -1.95979 -8.65900
O 0.04728 -1.87795 -6.86699
H 0.55790 -2.14275 -4.86630
H -0.06610 -0.53832 -5.30063
H -1.62666 -3.16156 -5.01477
H -2.13810 -1.53341 -4.52065
C 4.06501 -5.18590 -0.95155
C 4.96013 -6.12588 -1.72880
O 4.96698 -7.29281 -0.90064
C 3.84092 -7.28426 -0.14286
O 3.47371 -8.19612 0.52275
O 3.20479 -6.09767 -0.25397
H 3.47977 -4.52238 -1.58273
H 4.61629 -4.59093 -0.22365
H 4.54371 -6.38998 -2.70279
H 5.97088 -5.74840 -1.85868
C -2.56526 5.75745 3.79867
C -3.25746 6.90681 3.09393
O -4.62004 6.74131 3.50551
C -4.63720 6.04885 4.66325
O -5.59750 5.88213 5.34413
O -3.40575 5.56700 4.94818
H -1.54940 5.98276 4.11014
H -2.56709 4.83864 3.21030
H -2.90647 7.88082 3.43995
H -3.18475 6.85894 2.01121

16
Properties=species:S:1:pos:R:3 method="wB97M-V/def2-TZVPD" homo_lumo_gap_ev=12.716 total_charge=0 de_lowest_kcal_mol=7.3 smiles=CC.CC energy_ha=-159.57340
C 1.70486 -0.27263 0.32524
C 3.03931 -0.27973 1.10118
H 1.45245 -1.31350 0.08383
H 0.88553 0.01020 0.98699
H 1.83491 0.30633 -0.58937
H 2.91411 -0.90224 1.98990
H 3.81634 -0.72262 0.48510
H 3.25385 0.73811 1.41272
C -2.29232 0.31911 0.04006
C -2.48138 0.22673 -1.49217
H -2.29552 -0.67692 0.46235
H -1.27440 0.66662 0.23519
H -2.99166 1.03230 0.46826
H -2.34776 1.23010 -1.90420
H -3.52670 0.03459 -1.70019
H -1.69164 -0.39644 -1.90487

173
Properties=species:S:1:pos:R:3 method="wB97M-V/def2-TZVPD" homo_lumo_gap_ev="7.358 / 7.934" total_charge=0 s2=8.753 spin_multiplicity=6 de_lowest_kcal_mol=87.5 energy_ha=-4907.10963
Mn -3.20978 0.80277 0.09082
C -3.13692 -0.05476 4.03724
C -4.14580 0.89044 3.35427
C -3.82673 2.29653 3.84841
O -4.19452 0.90448 1.93762
H -3.20612 -1.13132 3.88126
H -3.16340 0.15392 5.10675
H -2.20705 0.36339 3.65175
H -5.11705 0.45197 3.58347
H -2.78002 2.52088 3.64308
H -3.67370 2.36457 4.92546
H -4.50552 3.09675 3.55350
C 0.50695 -1.67687 1.96335
F 1.80429 -1.95350 2.07640
F -0.11294 -2.81922 1.53465
F 0.08981 -1.34283 3.21848
S 0.19185 -0.16323 0.70924
O 0.49910 -0.73774 -0.63769
O -1.24908 0.11243 0.72933
O 1.06836 1.01994 0.99483
C 7.03376 1.06396 -4.54135
C 7.15845 1.62880 -3.12673
C 6.29884 0.93396 -2.01062
O 4.90328 1.22790 -2.10763
C 4.10627 0.38006 -1.25752
N 8.56919 1.33703 -2.76474
H 7.58580 1.73919 -5.19513
H 5.98423 1.06554 -4.83560
H 7.39714 0.03652 -4.56180
H 6.90521 2.68497 -3.03469
H 6.62567 1.33952 -1.05313
H 6.49017 -0.13466 -2.10824
H 3.03532 0.53404 -1.38962
H 4.27467 0.58864 -0.20099
H 4.34731 -0.65889 -1.48240
H 9.05980 2.21756 -2.82853
H 8.55636 0.98361 -1.81868
C -1.61173 4.57927 1.81077
C -2.68669 4.04255 0.81728
C -3.13393 5.02197 -0.27870
O -2.14382 5.24804 -1.24617
C -2.55381 6.22713 -2.17407
N -2.22535 2.79300 0.27696
H -0.59221 4.31670 1.52841
H -1.98158 4.23033 2.77490
H -1.62572 5.66731 1.87455
H -3.59347 3.86269 1.39478
H -3.54222 5.94388 0.13540
H -3.96293 4.51404 -0.77151
H -3.64144 6.27411 -2.22826
H -2.10735 6.09602 -3.15976
H -2.27438 7.24543 -1.90371
H -1.82063 3.12581 -0.58649
H -1.31969 2.61882 0.68871
C 1.46519 2.06837 3.91362
C 2.63700 2.81681 3.25308
C 3.74586 1.77922 3.05803
O 4.73180 2.21555 2.05606
C 5.88190 2.80184 2.67663
N 2.21524 3.32301 1.97293
H 1.53364 2.07482 5.00146
H 1.43390 1.03392 3.57153
H 0.47581 2.49779 3.75606
H 3.05611 3.59306 3.89331
H 3.30926 0.91346 2.56010
H 4.19057 1.36874 3.96459
H 6.35780 2.15127 3.41036
H 5.49199 3.62288 3.27826
H 6.60454 3.10145 1.91760
H 1.74372 2.64024 1.39709
H 3.08280 3.50914 1.49045
C -2.71171 -3.08455 -0.55942
C -3.67259 -2.18847 -1.25087
C -4.88932 -3.04756 -1.72004
O -5.82638 -2.11199 -2.20519
C -7.12592 -2.70986 -2.52853
N -4.11663 -1.10536 -0.37433
H -3.06863 -3.60984 0.32646
H -1.92713 -2.44782 -0.15066
H -2.34294 -3.80431 -1.29021
H -3.20547 -1.85999 -2.17931
H -5.26661 -3.70640 -0.93793
H -4.69682 -3.61682 -2.62942
H -7.47507 -3.39527 -1.75626
H -6.99824 -3.15050 -3.51728
H -7.83448 -1.89356 -2.66886
H -4.99976 -0.96881 -0.84500
H -4.46806 -1.64043 0.40688
C -0.69473 -3.17705 -4.80123
C -0.24992 -2.71289 -3.41044
C 1.12795 -3.27807 -2.92644
O 2.19483 -2.69175 -3.74757
C 3.43391 -3.23974 -3.47756
N -0.18792 -1.29091 -3.33323
H -0.00413 -2.87613 -5.58904
H -1.58282 -2.69980 -5.21552
H -0.88431 -4.25035 -4.78792
H -0.94871 -3.09931 -2.66851
H 1.04667 -4.35662 -3.06142
H 1.29118 -2.97014 -1.89366
H 3.83848 -3.27188 -2.46593
H 4.15574 -2.74466 -4.12714
H 3.27692 -4.25367 -3.84551
H -0.01158 -0.97765 -2.38937
H 0.56552 -1.06554 -3.96699
C -2.39645 1.37647 -4.24022
C -2.86231 1.56873 -2.76609
C -4.42208 1.35773 -2.47167
O -4.78547 1.41262 -1.06593
C -6.14880 1.53549 -0.71367
N -2.12842 0.70728 -1.87232
H -2.93745 2.06674 -4.88749
H -2.58654 0.33745 -4.50927
H -1.34857 1.60820 -4.43090
H -2.72342 2.63084 -2.56424
H -4.75777 0.36591 -2.77446
H -5.03671 2.07155 -3.02012
H -6.25166 1.82978 0.33080
H -6.63817 0.58915 -0.94402
H -6.63194 2.24118 -1.38946
H -1.67044 0.01750 -2.45072
H -1.25944 1.17066 -1.64818
C -1.02384 0.99482 6.93639
C -1.22950 -0.40571 7.26925
C -0.09314 -1.33346 6.65829
O 1.16528 -0.85868 7.02686
C 2.36820 -1.48879 6.47305
N -1.42602 -0.66146 8.63815
H -0.89933 1.08550 5.85733
H -0.17779 1.46621 7.43648
H -1.98190 1.43271 7.21652
H -2.21852 -0.69205 6.91156
H -0.17869 -1.24747 5.57506
H -0.20886 -2.38500 6.92090
H 2.18252 -1.80265 5.44586
H 2.63151 -2.33591 7.10641
H 3.00907 -0.63190 6.68074
H -0.47160 -0.60625 8.96395
H -1.56686 -1.63506 8.86698
C 1.42936 5.16379 -1.22022
C 1.04695 4.03243 -2.18802
C 2.11682 3.62435 -3.14624
O 1.67430 2.58805 -4.03853
C 2.66157 2.04281 -4.98466
N 0.48628 2.88131 -1.53834
H 1.81957 6.03218 -1.75100
H 2.07182 4.86279 -0.39272
H 0.53691 5.53983 -0.72000
H 0.33646 4.52438 -2.85231
H 3.02782 3.23195 -2.69436
H 2.41088 4.48604 -3.74550
H 2.65743 2.68268 -5.86708
H 2.41842 1.02084 -5.27544
H 3.58638 2.09289 -4.40993
H 0.66230 2.15984 -2.22287
H 1.01250 2.42004 -0.81003
C 0.39915 -8.76175 -1.05058
C 0.84221 -7.26856 -1.21741
C 1.33182 -6.66605 0.12187
O 0.34520 -6.99346 1.08769
C 0.09076 -6.10572 2.10096
N 1.85766 -7.21465 -2.24062
H -0.63099 -8.87150 -0.71167
H 0.97735 -9.31476 -0.31035
H 0.55551 -9.33177 -1.96641
H 0.00799 -6.73237 -1.66982
H 1.49196 -5.58796 0.10812
H 2.22864 -7.20829 0.42151
H -0.04318 -5.10670 1.68609
H 0.94953 -6.25490 2.75546
H -0.80089 -6.43129 2.63675
H 2.75199 -7.55626 -1.91879
H 1.54948 -7.84919 -2.96345

43
Properties=species:S:1:pos:R:3 method="wB97M-V/def2-TZVPD" homo_lumo_gap_ev="5.474 / 5.452" total_charge=-1 energy_ha=-1364.09415
C 2.51505 -0.26654 2.67923
C 2.49205 1.14041 2.54952
C 1.14193 1.56226 2.40161
H 3.36530 1.79036 2.58362
C 0.31481 0.41614 2.44101
C 1.14747 -0.75068 2.59163
H 0.80146 -1.73342 2.90553
H 3.37488 -0.88328 2.88881
H 0.80541 2.60200 2.37078
H -0.78274 0.41652 2.47118
C 1.66887 0.45221 -2.14164
C 3.08461 0.38307 -1.96456
C 3.43357 -0.95460 -1.68011
H 3.78500 1.18543 -2.08206
C 2.23182 -1.74428 -1.59568
C 1.11775 -0.85264 -1.92351
H 0.12368 -1.15208 -2.15413
H 1.11924 1.30731 -2.48723
H 4.44301 -1.34867 -1.59043
H 2.19134 -2.81518 -1.60812
Cd 1.69585 -0.90486 0.34192
O -1.36323 0.61709 -0.68029
C -1.86979 1.67109 0.01564
C -2.86004 0.70135 0.52749
H -1.35821 2.20297 0.88234
H -2.30694 2.41377 -0.74915
H -2.95834 0.58366 1.59081
H -5.08201 -0.48410 1.35247
C -4.99175 -0.44197 0.27962
C -3.83049 0.08288 -0.33590
C -3.72552 0.08781 -1.73157
H -2.79203 0.44575 -2.18695
C -4.74661 -0.38785 -2.53282
H -4.62851 -0.39374 -3.61003
C -5.93010 -0.86347 -1.92544
H -6.76360 -1.19862 -2.56265
C -6.05255 -0.89804 -0.53157
H -6.96229 -1.28309 -0.07015
F 4.26635 -0.47878 0.70696
B 5.68500 -0.12593 1.07100
F 6.35294 -1.33761 1.30165
F 6.22364 0.55406 -0.03952
F 5.62372 0.68329 2.23067